Here is C22H20O6S2 as an isolated structure at a distorted geometry from the OMol25 dataset. Energies are from wB97M-V/def2-TZVPD.

Structure (XYZ):
```
50
C22H20O6S2, DFT wB97M-V/def2-TZVPD
C -0.848 0.532 -6.348
O -1.302 1.465 -5.375
C -1.449 1.126 -4.072
C -1.918 2.134 -3.178
C -1.880 1.927 -1.827
C -1.379 0.703 -1.316
C -1.072 0.546 0.191
C -1.786 -0.633 0.902
C -1.935 -0.487 2.299
C -2.287 -1.576 3.060
C -2.331 -2.879 2.472
O -2.310 -3.940 3.313
C -2.031 -5.261 2.860
C -2.270 -3.005 1.072
C -2.032 -1.878 0.311
C -0.931 -0.278 -2.198
C -1.031 -0.116 -3.552
H -0.812 1.110 -7.267
H 0.144 0.148 -6.116
H -1.547 -0.295 -6.461
H -2.254 3.097 -3.618
H -2.238 2.711 -1.122
H -1.307 1.488 0.711
H -1.802 0.507 2.774
H -2.424 -1.481 4.148
H -2.062 -5.862 3.764
H -2.786 -5.615 2.160
H -1.042 -5.333 2.408
H -2.366 -3.964 0.576
H -2.041 -1.928 -0.776
H -0.531 -1.190 -1.748
H -0.729 -0.936 -4.189
C 5.073 1.934 2.718
C 3.876 1.269 3.029
C 2.818 1.377 2.094
C 2.969 2.070 0.930
C 4.190 2.708 0.608
C 5.222 2.628 1.553
S 1.532 2.019 -0.143
O 1.034 3.362 -0.333
O 1.877 1.154 -1.317
C 0.352 0.937 0.713
S 1.214 0.585 2.264
O 1.410 -0.873 2.129
O 0.547 1.148 3.420
H 5.883 1.881 3.452
H 3.734 0.707 3.931
H 4.284 3.232 -0.321
H 6.156 3.149 1.327
H 0.415 -0.126 0.088
```

Results
Relative energy (zero: lowest compared OMol25 entry of this formula, charge and spin) = 90.6 kJ/mol
Highest occupied orbital energy = -8.147 eV
Energy = -2097.92687 Eh
Lowest unoccupied orbital energy = 0.06 eV